Entry 1:
{
  "formula": "C3H35NO13S2",
  "method": "the ωB97M-V functional and the def2-TZVPD basis",
  "homo_lumo_gap_ev": 7.816,
  "e_above_lowest_kcal_mol": 85.5,
  "e_tot_ev": -53455.3418,
  "e_homo_ev": -8.050,
  "spin_multiplicity": 1,
  "symbols": ["S", "S", "C", "C", "N", "C", "H", "H", "H", "H", "H", "H", "H", "H", "H", "H", "H", "O", "H", "H", "O", "H", "H", "O", "H", "H", "O", "H", "H", "O", "H", "H", "O", "H", "H", "O", "H", "H", "O", "H", "H", "O", "H", "H", "O", "H", "H", "O", "H", "H", "O", "H", "H", "O"],
  "xyz": [[-1.232, -2.157, -4.306], [-0.699, -0.277, -4.856], [-0.802, 0.416, -3.185], [0.038, -0.007, -1.963], [0.664, 1.313, -1.468], [1.792, 1.178, -0.594], [-1.954, -2.187, -3.179], [-0.726, 1.509, -3.357], [-1.890, 0.535, -3.051], [0.713, -0.840, -2.252], [-0.723, -0.366, -1.257], [-0.200, 1.672, -1.113], [1.459, 0.906, 0.429], [2.483, 2.022, -0.573], [2.285, 0.222, -0.787], [2.111, -2.595, 1.962], [3.396, -2.569, 1.271], [2.503, -2.896, 1.144], [-3.968, 0.245, -0.599], [-2.510, 0.789, -0.938], [-3.044, 0.236, -0.341], [-0.188, 1.319, 1.940], [-0.206, -0.041, 2.533], [-0.795, 0.698, 2.329], [-2.756, 3.131, -0.614], [-3.055, 3.225, -2.126], [-2.435, 2.851, -1.489], [1.061, 2.749, 3.414], [1.696, 3.054, 2.231], [1.372, 2.237, 2.648], [-1.112, 3.741, -2.005], [0.244, 3.704, -2.824], [-0.468, 4.265, -2.523], [1.923, -3.124, -1.783], [1.570, -2.199, -0.441], [1.665, -2.295, -1.385], [-0.966, -4.770, 1.681], [-1.723, -3.520, 2.040], [-1.372, -4.329, 2.436], [-2.594, -1.286, 2.306], [-1.499, -1.137, 1.168], [-2.065, -1.739, 1.656], [2.117, -0.508, 2.543], [3.363, 0.191, 2.152], [2.960, -0.686, 2.089], [-3.350, 1.568, 0.985], [-2.664, 2.070, 2.268], [-3.241, 2.331, 1.546], [0.691, -2.624, 3.200], [0.102, -1.694, 4.257], [0.911, -1.876, 3.772], [3.500, -1.116, -0.962], [3.622, -0.760, -2.448], [3.992, -0.577, -1.583]],
  "forces_ev_per_angstrom": [[0.40, -2.38, -0.72], [0.04, 0.57, 1.09], [-1.19, 2.36, -0.72], [-0.04, 1.07, -1.32], [-0.82, -2.13, -2.06], [-0.90, -1.61, 1.92], [-0.28, 1.01, 0.06], [1.08, -0.33, -0.08], [0.02, -1.19, 0.61], [-0.25, 1.04, 0.54], [0.56, -0.35, 0.34], [0.31, 1.30, 0.97], [0.13, 0.81, 0.16], [-0.13, -0.14, -0.21], [0.20, 0.99, -0.68], [-0.09, 0.02, 0.17], [0.21, 0.11, -0.21], [-0.26, -1.01, -0.19], [0.08, 0.09, -0.50], [-0.82, -0.04, -0.02], [0.47, -0.10, 0.32], [0.49, 0.80, -0.18], [-0.17, -0.08, 0.25], [-0.45, -0.85, 0.05], [0.06, -0.09, 0.04], [0.02, -0.03, -0.02], [-0.58, -0.14, 0.45], [-0.42, -1.08, 0.56], [0.45, -0.68, -1.03], [0.27, 1.97, 0.45], [0.83, 0.04, -0.44], [0.07, -0.45, 0.19], [-0.33, 0.68, 0.04], [0.02, -0.49, 1.02], [0.47, -1.33, 0.64], [-0.22, 1.13, -1.65], [0.01, -0.20, 0.14], [-0.14, 0.37, 0.07], [0.34, -0.14, -0.16], [0.02, 0.71, -0.03], [-0.45, 0.60, 0.18], [0.20, -1.40, -0.17], [0.28, -0.45, 0.00], [0.25, -0.17, -0.14], [-0.14, 1.59, 0.57], [0.27, -0.89, -0.21], [0.12, -0.25, -0.10], [-0.21, 1.20, 0.24], [-0.42, -0.17, 0.31], [-0.13, -0.14, 0.11], [0.08, 0.21, -0.44], [-0.15, -0.39, -0.22], [-0.21, -0.18, -0.01], [1.05, 0.21, -0.02]]
}


Entry 2:
{
  "formula": "C3H36NO15",
  "method": "the ωB97M-V functional and the def2-TZVPD basis",
  "total_charge": 1,
  "homo_lumo_gap_ev": 10.529,
  "e_above_lowest_kcal_mol": 28.9,
  "e_tot_ev": -35891.6598,
  "e_homo_ev": -13.029,
  "spin_multiplicity": 1,
  "symbols": ["O", "C", "C", "N", "C", "H", "H", "H", "H", "H", "H", "H", "H", "H", "H", "O", "H", "H", "O", "H", "H", "O", "H", "H", "O", "H", "H", "O", "H", "H", "O", "H", "H", "O", "H", "H", "O", "H", "H", "O", "H", "H", "O", "H", "H", "O", "H", "H", "O", "H", "H", "O", "H", "H", "O"],
  "xyz": [[0.598, -1.558, 1.563], [0.518, -0.725, 0.699], [-0.498, 0.397, 0.833], [-1.444, 0.746, -0.189], [-2.242, 2.008, 0.072], [1.052, -0.916, -0.245], [-1.046, 0.438, 1.779], [0.049, 1.471, 1.088], [-0.987, 0.978, -1.077], [1.349, -1.477, -2.308], [-2.741, 2.393, -0.848], [-1.527, 2.723, 0.526], [-3.060, 1.739, 0.743], [-2.237, -4.225, -1.227], [-1.808, -4.294, 0.276], [-1.571, -4.003, -0.610], [1.200, 3.530, 1.144], [0.574, 4.181, 2.370], [0.524, 3.347, 1.855], [2.693, 0.859, 0.788], [3.907, 0.825, -0.271], [3.023, 1.246, -0.021], [2.126, 0.369, 3.174], [1.632, 1.753, 2.514], [2.005, 0.901, 2.366], [-0.998, -3.425, 3.741], [-0.814, -2.257, 2.808], [-1.472, -2.853, 3.143], [2.611, -1.422, -3.182], [-2.278, 0.146, -0.388], [2.063, -1.999, -2.695], [2.537, -2.565, -1.132], [4.094, -2.385, -0.743], [3.173, -2.393, -0.430], [4.292, -0.297, 1.933], [3.400, -1.371, 1.172], [4.151, -0.740, 1.137], [-2.208, 2.576, -3.282], [-1.623, 1.146, -3.186], [-1.693, 2.002, -2.705], [-3.800, -1.590, 2.577], [-4.994, -1.099, 1.855], [-3.990, -1.006, 1.798], [2.846, 2.704, 0.476], [3.466, 4.185, 0.517], [2.661, 3.731, 0.399], [-2.488, -1.979, -0.523], [-3.873, -1.463, -0.212], [-3.302, -1.603, -0.951], [0.225, 1.459, -2.511], [1.467, 1.597, -1.683], [0.877, 0.913, -1.971], [-2.506, -1.088, -2.911], [-1.823, -1.070, -4.397], [-2.091, -0.561, -3.645]],
  "forces_ev_per_angstrom": [[0.26, 0.22, 0.42], [-1.47, -1.15, -0.58], [1.50, 4.06, 2.57], [-2.41, 0.99, -2.42], [-0.10, 0.84, 0.77], [0.16, 0.78, 0.14], [0.00, -1.19, 0.04], [-0.75, -2.77, -1.17], [0.26, -0.58, 0.07], [0.22, 0.35, -0.50], [0.99, -0.56, 0.69], [-0.73, -0.11, -0.27], [0.37, 0.12, 0.38], [-1.24, -0.64, -0.65], [-0.23, -0.21, -0.15], [1.50, 1.03, 0.92], [-0.16, 0.20, 0.51], [-0.22, -0.78, -0.26], [0.29, 0.70, 0.04], [0.40, -0.87, 0.65], [-2.01, 0.51, 1.02], [1.38, 0.27, -2.04], [-0.31, 0.79, -0.44], [-0.66, 1.36, 0.85], [0.75, -1.82, 0.18], [0.14, -0.33, 0.32], [0.70, 0.48, -0.39], [-0.96, -0.15, -0.03], [0.86, 1.22, -0.76], [1.35, -0.89, 0.06], [-1.71, -1.31, 0.39], [0.86, -0.15, -0.56], [-0.92, -0.11, -0.17], [0.34, -0.28, 1.23], [0.18, 0.79, 2.19], [0.72, 0.38, -0.01], [-0.10, -1.42, -1.69], [0.11, 0.02, -0.01], [-0.58, 0.15, -0.07], [0.42, -0.43, -0.56], [0.65, 0.60, -0.89], [1.67, 0.61, -0.47], [-2.25, -1.19, 1.32], [0.38, 2.06, -0.88], [1.45, 0.82, 0.29], [-1.47, -2.39, -0.04], [-0.97, -0.20, -0.62], [-0.88, 0.11, 1.08], [2.16, -0.04, -0.53], [1.06, -0.93, 0.55], [1.15, 0.39, 0.69], [-2.12, 0.64, -1.35], [0.45, 0.26, -1.32], [0.01, -0.86, -0.27], [-0.48, 0.60, 1.75]]
}


Entry 3:
{
  "formula": "C3H37N2O16",
  "method": "the ωB97M-V functional and the def2-TZVPD basis",
  "total_charge": 1,
  "homo_lumo_gap_ev": 10.439,
  "e_above_lowest_kcal_mol": 0.0,
  "e_tot_ev": -39447.6791,
  "e_homo_ev": -12.855,
  "spin_multiplicity": 1,
  "symbols": ["N", "C", "C", "O", "C", "N", "O", "H", "H", "H", "H", "H", "H", "H", "H", "H", "H", "H", "O", "H", "H", "O", "H", "H", "O", "H", "H", "O", "H", "H", "O", "H", "H", "O", "H", "H", "O", "H", "H", "O", "H", "H", "O", "H", "H", "O", "H", "H", "O", "H", "H", "O", "H", "H", "O", "H", "H", "O"],
  "xyz": [[1.931, 0.285, -1.025], [0.545, -0.364, -0.955], [0.001, 0.095, 0.410], [-0.184, 1.486, 0.446], [0.813, -1.863, -1.042], [-0.274, -2.674, -0.997], [1.933, -2.256, -1.310], [1.931, 1.283, -0.674], [2.557, -0.229, -0.321], [2.330, 0.187, -1.967], [-0.052, 0.078, -1.719], [-0.901, -0.506, 0.692], [0.724, -0.033, 1.197], [-1.164, 1.632, 0.353], [-0.203, -3.673, -0.997], [-1.228, -2.305, -0.851], [-1.613, 3.213, 2.371], [-3.060, 3.250, 2.712], [-2.374, 2.689, 2.363], [4.645, -0.957, -0.430], [3.990, -0.842, 0.951], [4.139, -0.374, 0.105], [-1.088, -0.275, -5.264], [-1.627, -1.315, -4.201], [-0.863, -0.915, -4.585], [-2.520, -2.387, 2.920], [-1.766, -1.084, 2.856], [-1.760, -1.998, 2.461], [-2.700, 1.633, -1.124], [-3.028, 2.537, 0.195], [-2.767, 1.697, -0.161], [3.301, -0.617, 3.641], [2.177, 0.071, 2.794], [3.064, 0.168, 3.133], [-2.323, -0.073, -2.782], [-1.810, 1.199, -3.602], [-1.999, 0.838, -2.752], [0.468, -1.952, 2.006], [1.191, -1.904, 3.261], [1.401, -1.832, 2.311], [-2.658, -1.603, 1.096], [-3.251, -0.418, 0.026], [-3.089, -1.373, 0.231], [3.282, 3.562, -0.251], [4.403, 2.733, -1.029], [3.481, 2.867, -0.886], [0.481, -0.492, -3.565], [1.576, -1.370, -3.644], [1.462, -0.414, -3.466], [3.493, 2.099, 1.237], [3.128, 2.612, 2.657], [3.057, 2.769, 1.743], [-4.201, -1.451, -2.012], [-2.875, -1.522, -1.565], [-3.340, -1.519, -2.440], [-1.890, 1.094, 3.376], [-2.890, 0.277, 4.227], [-2.004, 0.237, 3.847]],
  "forces_ev_per_angstrom": [[-0.80, 0.17, 1.92], [1.85, 1.10, 2.00], [-0.41, -0.23, 0.38], [-1.29, 0.24, -0.22], [-0.35, -0.31, -1.42], [-1.24, 0.91, 0.46], [-0.01, -0.29, 0.70], [-0.16, -1.00, -0.89], [-0.37, 0.68, -1.48], [-0.33, 0.10, 0.20], [-0.59, -0.10, -0.52], [0.59, 0.69, -0.38], [0.46, -0.81, -0.03], [0.79, 0.11, -0.26], [0.41, -0.19, -0.13], [1.10, -0.26, 0.16], [2.12, 1.31, -0.06], [-0.50, 0.30, 0.34], [-1.50, -1.40, -0.09], [0.72, -0.95, -0.78], [0.31, 0.34, -0.32], [-0.37, 0.39, 1.83], [-0.34, -0.21, -0.12], [-1.12, -0.36, -0.09], [1.09, 0.00, -0.23], [0.33, -0.37, -0.01], [0.12, -0.30, 0.13], [-0.42, 0.36, 0.16], [-0.03, 0.63, -0.40], [-0.31, 0.63, -0.20], [0.10, -1.51, 0.17], [-0.35, 0.14, -0.18], [-0.28, -0.51, 0.05], [0.99, 0.51, 0.17], [-0.47, 0.15, -0.58], [0.05, 0.01, -0.84], [-0.01, 0.51, 1.84], [0.90, -0.12, -0.21], [0.62, -0.10, -0.16], [-1.81, -0.35, 0.56], [-0.09, 0.77, -0.39], [0.46, -0.84, 1.34], [-0.31, 0.40, -1.06], [0.58, 0.04, 0.10], [0.97, 0.36, 0.17], [-1.59, -0.49, -0.45], [0.49, 0.97, -0.32], [1.00, 0.55, 0.04], [-0.89, -1.49, -0.89], [0.54, -0.80, 0.03], [0.40, -0.72, 1.60], [-0.96, 1.46, -1.44], [-0.69, -0.03, -0.79], [0.08, -0.46, -0.63], [0.60, 0.09, 1.25], [-0.31, -0.42, 0.27], [0.09, 0.06, 0.02], [0.15, 0.62, -0.30]]
}


Entry 4:
{
  "formula": "C3H38O16",
  "method": "the ωB97M-V functional and the def2-TZVPD basis",
  "homo_lumo_gap_ev": 9.207,
  "e_above_lowest_kcal_mol": 89.0,
  "e_tot_ev": -36486.7798,
  "e_homo_ev": -9.133,
  "spin_multiplicity": 1,
  "symbols": ["O", "H", "H", "H", "C", "C", "C", "O", "H", "H", "H", "H", "H", "H", "H", "O", "H", "H", "O", "H", "H", "O", "H", "H", "O", "H", "H", "O", "H", "H", "O", "H", "H", "O", "H", "H", "O", "H", "H", "O", "H", "H", "O", "H", "H", "O", "H", "H", "O", "H", "H", "O", "H", "H", "O", "H", "H"],
  "xyz": [[2.891, 2.598, -0.910], [2.151, 1.999, -0.645], [2.961, 3.333, -0.207], [2.652, 3.051, -1.761], [0.576, -1.016, 0.675], [1.578, -0.063, -0.094], [1.823, -0.546, -1.531], [0.773, 1.102, -0.098], [-0.425, -0.934, 0.360], [0.560, -0.608, 1.683], [0.826, -2.070, 0.704], [2.614, 0.091, 0.352], [2.430, -1.395, -1.375], [2.246, 0.212, -2.185], [0.857, -0.914, -1.905], [0.930, 0.747, 4.134], [1.315, 1.490, 4.587], [0.335, 0.416, 4.824], [0.382, 3.700, -0.552], [-0.025, 3.944, -1.424], [0.135, 2.791, -0.346], [-3.135, -1.962, -0.017], [-2.666, -1.090, -0.075], [-3.862, -1.751, 0.605], [0.808, -0.819, -4.463], [1.078, -0.701, -3.567], [0.497, -1.703, -4.653], [-0.425, 2.064, 2.238], [0.089, 1.541, 2.881], [-0.364, 1.520, 1.442], [-0.995, 1.021, -2.020], [-0.242, 0.802, -1.513], [-1.306, 0.185, -2.444], [1.313, 2.350, -3.242], [0.699, 1.788, -2.820], [0.996, 2.415, -4.153], [-1.453, -3.524, 1.359], [-0.944, -3.102, 2.031], [-2.077, -2.950, 0.927], [-1.633, -1.466, -2.819], [-1.978, -1.989, -3.537], [-1.250, -2.084, -2.245], [-0.397, -3.480, -1.127], [-0.615, -3.558, -0.195], [0.396, -3.044, -1.023], [-0.473, -2.138, 3.587], [0.245, -1.557, 3.630], [-1.198, -1.561, 3.295], [2.637, 2.414, 1.816], [1.846, 1.952, 1.449], [2.610, 2.313, 2.748], [-2.523, -0.467, 3.030], [-2.314, 0.029, 2.222], [-3.143, -1.217, 2.855], [-2.452, 0.619, 0.201], [-1.992, 0.615, -0.605], [-3.385, 0.587, -0.092]],
  "forces_ev_per_angstrom": [[1.94, 2.75, 0.00], [-2.35, -0.95, 0.68], [-0.39, -1.51, -0.70], [-0.43, -0.66, 0.29], [2.96, 0.11, 0.76], [-2.16, -0.14, -0.13], [-1.18, 0.02, 1.17], [2.58, 1.02, -0.56], [-1.01, 0.34, -1.08], [0.12, -0.30, 0.25], [0.33, -0.21, 0.28], [-1.23, -0.34, 0.21], [1.14, -1.07, -0.62], [0.25, -0.10, -0.02], [0.19, 0.18, -0.04], [-0.13, -0.71, 0.72], [0.51, 0.64, 0.17], [-0.15, -0.21, -0.31], [-0.30, 1.35, -1.32], [0.44, -0.65, 1.36], [-0.11, -0.22, -0.11], [-0.58, 0.70, 0.47], [-0.29, -0.78, 0.15], [0.42, -0.35, -0.59], [-0.03, 0.73, -1.80], [0.06, -0.51, 0.70], [0.07, -0.16, 0.56], [-0.08, -0.27, 0.36], [-0.48, 0.32, -0.18], [0.08, 0.17, -0.42], [-2.28, 0.01, -1.96], [1.81, -0.29, 1.90], [0.36, 0.46, -0.12], [1.53, 1.32, -1.05], [-1.62, -1.03, 0.84], [0.19, -0.05, 0.21], [0.24, -2.05, -0.63], [0.50, 0.83, 1.04], [-0.61, 0.89, -0.18], [-0.94, 1.58, -1.27], [-0.28, -0.05, -0.38], [0.98, -1.96, 1.90], [-1.98, -0.98, -1.10], [-1.08, -0.57, 0.98], [3.09, 1.48, -0.32], [-1.35, -1.43, 0.01], [1.97, 1.17, 0.08], [-0.27, 0.27, 0.25], [-0.08, -0.12, -1.81], [0.10, 0.38, 0.38], [-0.11, -0.10, 1.09], [-0.58, -0.86, 0.21], [-0.35, -0.13, -0.18], [0.74, 1.20, -0.18], [-2.47, -0.42, 2.12], [1.80, 0.78, -2.41], [0.51, 0.49, 0.37]]
}


Question: Which formula does entry 4 have?
Answer: C3H38O16